Here is C40H31O7S3TeW as an isolated structure from OMol25. Energies are from wB97M-V/def2-TZVPD.

Calculated values
- 2S+1 = 3
- net charge = +1
- LUMO (spin up / spin down) (eV) = -3.4 / -5.3
- highest occupied orbital energy (spin up / spin down) (eV) = -9.51 / -10.40
- <S²> = 2.013

Cartesian coordinates (Å):
W 3.38 0.29 -1.64
Te 4.02 -0.50 -4.01
S 0.05 -1.04 -1.82
S 1.80 -3.08 -4.45
S 1.87 0.68 0.47
O 2.66 -2.39 -1.75
O 6.31 1.93 0.05
O 5.04 1.04 -1.63
O 2.97 1.59 -0.12
O 4.09 -0.79 -0.37
O 1.72 0.47 -2.04
O 5.00 -0.26 1.65
C -2.29 0.47 -2.34
C 2.54 -0.98 4.03
C -1.11 -0.71 2.15
C -0.89 -3.04 1.46
C -2.92 4.18 0.96
C 2.20 0.57 2.22
C 0.47 1.78 0.46
C 2.42 1.64 3.07
C -0.78 -0.29 0.82
C 2.81 0.09 4.89
C 2.24 -0.74 2.70
C 1.64 -1.11 -6.06
C 4.95 -0.04 0.45
C -1.22 -2.09 2.46
C -1.78 3.39 0.74
C -1.69 -1.32 -3.83
C 2.73 1.39 4.40
C -0.47 -1.26 -0.13
C 2.32 -1.49 -4.94
C -3.20 1.40 0.84
C -0.50 3.96 0.56
C 5.56 1.06 -0.34
C -1.69 -0.18 4.43
C 0.62 3.17 0.40
C -1.92 1.97 0.72
C -3.77 -0.16 -4.15
C -3.46 0.65 -3.06
C -1.64 -2.48 3.74
C -0.49 -2.63 0.22
C -1.42 -0.55 -2.70
C 0.70 -2.06 -6.51
C -1.89 -1.54 4.71
C -5.06 -0.01 -4.89
C -4.15 3.59 1.13
C -0.75 1.16 0.60
C 0.67 -3.18 -5.73
C 3.22 -0.19 6.30
C -4.30 2.20 1.05
C -2.85 -1.14 -4.54
C -1.30 0.23 3.18
H 3.16 0.70 6.91
H 2.60 -0.98 6.73
H -1.16 1.28 3.00
H 2.92 2.21 5.07
H -4.87 0.29 -5.92
H -0.99 -2.09 -4.12
H -1.76 -3.53 3.95
H 2.39 2.65 2.69
H -2.07 1.12 -1.52
H -1.84 0.54 5.22
H 2.25 -2.87 -1.02
H 0.08 -1.92 -7.37
H 2.06 -1.55 2.01
H -3.31 0.33 0.77
H -5.02 4.20 1.32
H -4.14 1.42 -2.76
H -0.25 -3.36 -0.54
H -2.81 5.25 1.01
H -5.28 1.76 1.15
H -2.24 -1.85 5.68
H 4.25 -0.54 6.31
H 3.25 -3.02 -2.20
H 1.60 3.60 0.26
H -0.97 -4.09 1.70
H 1.82 -0.17 -6.55
H -5.58 -0.97 -4.92
H -5.70 0.73 -4.41
H 2.58 -1.99 4.40
H 0.06 -4.05 -5.83
H -3.07 -1.77 -5.38
H -0.41 5.04 0.56

Löwdin population analysis, charges in e, atoms 1 to 2:
1. W 1.25
2. Te 0.97



Here is a 6-piece molecular cluster, C5H20NO6 overall from OMol25. Energies are from wB97M-V/def2-TZVPD.

Calculated values
- net charge = -1
- LUMO (eV) = 3.0
- highest occupied orbital energy (eV) = -5.08

Cartesian coordinates (Å):
O -2.94 1.24 -1.26
O 1.92 2.69 -2.24
O 1.13 -3.74 1.03
O 1.22 2.26 0.08
O -1.87 0.80 1.69
O -1.41 2.68 0.14
N -0.17 -0.85 1.55
C -0.79 -1.44 0.36
C 1.73 -2.03 -1.68
C 1.20 -0.89 -1.24
C -0.71 0.35 2.28
C -0.27 -0.82 -0.93
H -0.48 -2.55 0.18
H -1.88 -1.27 0.32
H 0.01 -1.59 2.22
H -0.54 0.26 -0.97
H 1.81 0.00 -1.07
H -2.39 1.96 -0.79
H 0.25 2.46 -0.03
H -1.65 1.64 1.03
H 1.52 -3.27 1.78
H 1.24 3.26 -1.89
H 2.39 2.30 -1.51
H 1.26 -2.96 -2.00
H 0.07 1.16 2.34
H -3.16 0.60 -0.58
H 1.21 1.32 0.33
H -1.61 3.30 0.85
H -0.90 -1.27 -1.73
H 1.83 -3.61 0.35
H -0.83 -0.01 3.33
H 2.81 -1.99 -1.92

natural (NBO) population analysis, charges in e, atoms 1 to 2:
1. O -1.03
2. O -0.97



Here is a 12-piece molecular cluster, C23H72N19O12 overall from OMol25. Energies are from wB97M-V/def2-TZVPD.

Calculated values
- net charge = -1
- LUMO (eV) = 1.7
- highest occupied orbital energy (eV) = -2.80

Cartesian coordinates (Å):
O -1.07 2.88 -10.06
O -8.32 -3.75 2.68
O -2.04 -6.79 -3.45
O -8.68 4.65 1.56
O -0.42 11.17 -3.29
O -1.77 0.09 -1.80
O 6.51 1.19 6.77
O 5.19 -0.81 -0.15
O -0.04 3.38 6.66
O 1.63 -2.94 8.24
O 5.24 -6.06 -3.69
O 1.46 7.59 3.10
N 3.05 -1.58 -0.14
N -2.17 11.10 -4.69
N -2.10 -6.09 -1.31
N 7.25 0.23 4.87
N -8.34 4.80 3.77
N 0.59 1.98 -7.89
N 3.38 -4.86 10.99
N 3.40 0.20 -1.02
N -7.89 2.95 2.77
N 5.22 0.82 5.03
N -9.58 -4.51 0.99
N -1.93 9.56 -3.18
N 3.13 -5.12 -5.50
N -1.96 4.40 6.79
N 1.90 7.52 0.93
N -7.93 -3.18 0.52
N 2.05 5.71 2.07
N -2.01 2.26 7.00
N -1.82 -8.24 -1.84
C 4.02 -0.74 -0.40
C -8.61 -3.80 1.49
C 1.46 -3.96 7.18
C 1.01 -4.39 10.96
C -0.76 3.72 -8.94
C 2.28 -4.56 10.11
C 5.10 -6.51 -5.04
C 6.37 0.80 5.63
C -2.01 -6.99 -2.28
C -2.49 0.94 -0.95
C -2.04 1.03 0.54
C 6.60 -6.28 -3.08
C 3.55 -6.53 -5.36
C 3.46 -7.22 -6.79
C 1.75 6.98 2.11
C -1.25 3.31 6.80
C 0.61 3.31 -8.44
C 2.61 -3.29 9.25
C -8.36 4.14 2.64
C -1.72 3.35 -11.21
C 1.65 3.67 -9.49
C -1.45 10.69 -3.64
C -2.63 2.28 -1.69
H -0.79 4.79 -9.14
H -9.93 -5.21 1.62
H 4.01 0.86 -1.49
H -2.99 2.18 6.80
H -2.78 1.67 1.00
H -1.98 -8.94 -2.55
H -7.71 2.49 3.65
H -7.90 2.49 1.87
H -8.11 4.34 4.65
H 4.19 -4.99 10.41
H 5.63 -5.92 -5.79
H -2.04 -8.62 -0.93
H -1.48 1.39 7.07
H 0.72 -5.33 11.43
H 2.46 0.00 -1.35
H -2.82 9.21 -3.51
H -2.92 2.21 -2.73
H 3.09 -7.07 -4.53
H 1.65 2.95 -10.30
H 6.53 -6.40 -2.00
H 1.62 4.74 -9.68
H 0.34 2.03 -6.92
H 3.48 -4.04 11.57
H 2.22 5.19 1.22
H 4.44 1.10 5.61
H 2.47 -4.11 6.80
H 7.10 -5.32 -3.22
H 1.15 -3.68 11.78
H 0.83 4.01 -7.63
H -1.37 5.18 6.53
H 3.83 -6.49 -7.50
H 8.19 -0.04 5.10
H -1.71 11.86 -5.17
H -3.46 2.73 -1.15
H 3.97 -8.17 -6.92
H 2.76 -2.42 9.90
H 2.13 -1.38 -0.49
H -8.74 5.72 3.84
H -2.88 10.51 -5.11
H -2.12 -6.31 -0.33
H 5.40 -7.56 -5.04
H 2.16 5.22 2.95
H -1.90 2.75 -12.11
H -0.99 1.30 0.63
H -2.75 3.63 -11.00
H 3.57 -3.38 8.74
H 1.52 1.60 -7.91
H -1.52 9.15 -2.35
H 2.62 3.52 -9.01
H -2.93 4.64 6.96
H -6.98 -2.91 0.69
H 2.48 7.01 0.29
H 7.13 -7.08 -3.58
H 0.19 -3.90 10.44
H -8.31 -3.13 -0.41
H 1.70 8.51 0.82
H 5.11 0.41 4.11
H -1.68 2.81 -1.60
H 2.92 -4.72 -4.60
H -9.69 -4.51 -0.02
H -2.19 0.07 1.04
H 2.23 -5.43 9.46
H 1.15 -4.99 7.39
H 3.26 -2.53 0.14
H -3.49 0.54 -0.80
H -1.55 3.56 -8.21
H 2.39 -7.34 -6.98
H 0.74 -3.60 6.45
H 6.91 0.17 3.92
H -2.28 -5.14 -1.59
H -1.30 4.30 -11.53
H 3.96 -4.63 -5.81

Löwdin population analysis, charges in e, atoms 1 to 2:
1. O -0.19
2. O 0.01



Here is C5H9NO in the gas phase from OMol25. Energies are from wB97M-V/def2-TZVPD.

Calculated values
- SMILES = C[C@@H]1N[C@@H]1[C@H]1CO1
- LUMO (eV) = 1.0
- highest occupied orbital energy (eV) = -9.35

Cartesian coordinates (Å):
O 2.61 -0.03 -0.21
N -0.41 -1.45 0.02
C 1.18 0.38 -0.48
C -1.60 0.71 0.54
C -1.17 -0.32 -0.47
C 1.81 0.32 0.86
C 0.26 -0.66 -0.97
H 2.06 1.26 1.35
H 0.41 -1.02 -1.99
H -0.87 0.79 1.34
H -2.55 0.40 0.98
H -1.74 1.67 0.06
H 1.17 1.33 -1.01
H 1.49 -0.50 1.50
H -1.92 -0.51 -1.23
H -0.71 -2.37 -0.29

natural (NBO) population analysis, charges in e, atoms 1 to 2:
1. O -0.51
2. N -0.61



Computed values of energy relative to the best compared isomer or geometry (same formula, charge and spin) (unit: eV) for the preceding records, in sequence: 3.268, 2.101, 7.081, 3.288.
Computed values of max |F| (unit: hartree/bohr) for the preceding records, in sequence: 0.1079, 0.0501, 0.1249, 0.0527.